[1]
Entry from the Open Molecules 2025 dataset: C11H5Cl3N2O2 in the gas phase at a distorted geometry (the ωB97M-V functional and the def2-TZVPD basis).

Output
energy = -56128.49406 eV
HOMO energy = -10.160 eV
SMILES = CCC(=O)Oc1c(Cl)c(Cl)c(C#N)c(Cl)c1C#N
LUMO = -1.265 eV
M = 303.532 u

The geometry in ORCA input format:
```
! RIJCOSX wB97M-V def2-TZVPD def2/J DEFGRID3
* xyz 0 1
N -1.27043 -0.15003 5.92908
N 1.79849 1.62489 -0.01386
O -1.80730 -1.92460 -0.87074
Cl -3.85705 -0.30079 3.69743
Cl 1.36521 0.85290 3.20381
Cl -4.21720 -0.24366 0.37293
C -1.10115 0.06150 4.75137
C 0.78520 1.36458 0.48664
O -1.68897 0.33206 -0.87622
C -1.44520 -0.92497 -1.44524
C -2.53789 -0.15879 2.67923
C -0.19039 0.50443 2.47223
C -2.65528 0.01548 1.26030
C -1.23491 0.10146 3.30507
C -0.39147 0.76017 1.15522
C -1.56733 0.34131 0.51035
C 0.70421 -1.65775 -2.75306
C -0.67806 -0.94692 -2.77530
H 0.67329 -2.73643 -2.78904
H 1.26548 -1.28046 -3.66895
H 1.34959 -1.45338 -1.90882
H -0.73071 0.04788 -3.18514
H -1.41551 -1.47822 -3.48515
*
```

[2]
Entry from the Open Molecules 2025 dataset: a molecular structure, C30H57Cl4I2N3O8S at a distorted geometry (the ωB97M-V functional and the def2-TZVPD basis).

Output
energy = -130005.98408 eV
HOMO energy = -8.245 eV
LUMO = -0.135 eV
M = 1015.486 u

The geometry in ORCA input format:
```
! RIJCOSX wB97M-V def2-TZVPD def2/J DEFGRID3
* xyz 0 1
C 0.52688 5.07598 -0.73775
C -0.90031 4.60327 -0.44192
N -1.10382 3.21820 -0.88951
C -2.54103 2.84585 -0.74881
C -2.84462 1.99075 0.47012
C -2.66437 0.44023 0.34373
C -3.61905 -0.00871 -0.79449
C -3.04126 -0.21949 -2.20666
C -2.37484 -1.56034 -2.49875
C -3.39794 -2.68869 -2.66835
S -2.65268 -4.23006 -3.16317
O -3.02708 -5.21794 -2.19149
O -3.03019 -4.51900 -4.51119
O -1.07712 -4.05785 -3.14105
C -1.17077 0.21334 0.06622
O -0.32512 0.94379 0.91478
C -0.00654 0.40597 2.18544
C 1.04800 1.38252 2.76075
C 0.85891 1.71712 4.23943
C 1.42478 0.70464 5.24536
C 2.92134 0.37631 5.07404
C 3.23168 -1.11080 5.35138
C 3.90098 -1.84898 4.18337
C 5.42950 -1.80662 4.21453
C 5.99520 -2.47318 2.94537
O 6.44292 -1.50741 2.00458
C 7.79287 -1.13379 2.19678
C 0.58912 -1.00300 2.14531
O -0.26503 -2.06004 2.62157
N -0.73663 -1.80015 3.89199
O -1.20803 -2.75869 4.36085
N -3.00816 -0.01572 1.71140
C -3.32684 -1.34893 2.06089
I -2.70567 -3.03015 0.96097
C -4.02613 -1.53146 3.20606
C -4.46158 -0.36659 4.06234
I -4.55619 -3.41789 3.98539
C -0.76411 3.18424 -2.30141
C 0.35076 2.25906 -2.72861
O -1.33032 3.87177 -3.13127
H 0.80795 5.87210 -0.05439
H 0.51792 5.50434 -1.73974
H 1.21839 4.23764 -0.71000
H -1.15418 4.69330 0.61355
H -1.57819 5.28517 -0.96969
H -3.07561 3.78749 -0.59619
H -2.93499 2.45240 -1.68085
H -3.91762 2.11717 0.65570
H -2.33034 2.34107 1.36126
H -4.19869 -0.89449 -0.53666
H -4.37130 0.77393 -0.90051
H -2.34288 0.55981 -2.50433
H -3.87560 -0.12800 -2.90592
H -1.58685 -1.82042 -1.79769
H -1.88357 -1.46643 -3.47010
H -4.03739 -2.39704 -3.49885
H -4.02347 -2.83009 -1.79524
H -0.78087 -4.21758 -2.23286
H -0.95291 -0.85810 0.03570
H -0.94612 0.58635 -0.92784
H -0.84813 0.46774 2.87257
H 0.93600 2.31013 2.19858
H 2.05760 1.04240 2.53632
H 1.38692 2.65805 4.41640
H -0.19318 1.92256 4.43853
H 0.80124 -0.18688 5.24797
H 1.30497 1.15578 6.23082
H 3.32563 0.70497 4.11943
H 3.44715 0.94450 5.84029
H 3.91441 -1.18786 6.19794
H 2.33723 -1.66396 5.63096
H 3.57335 -1.50165 3.20216
H 3.62508 -2.90299 4.25852
H 5.80066 -0.78698 4.29214
H 5.78227 -2.40316 5.05660
H 6.79602 -3.17725 3.18253
H 5.20719 -3.03347 2.44381
H 7.86770 -0.40674 3.00961
H 8.12923 -0.67023 1.27360
H 8.43022 -1.99489 2.40376
H 1.51975 -1.04910 2.70094
H 0.80232 -1.26469 1.11151
H -3.75336 0.59211 2.02415
H -5.07266 0.29815 3.44377
H -3.59777 0.22074 4.37455
H -5.04135 -0.73205 4.89833
H 0.59833 1.51191 -1.98430
H 0.04265 1.80874 -3.66943
H 1.20897 2.89789 -2.93981
Cl 2.07242 5.85978 -3.55770
C 1.01743 5.81004 -4.99867
C 1.80597 5.73234 -6.27935
Cl 2.70091 7.23725 -6.61400
H 0.38189 6.69105 -4.97443
H 0.38586 4.92806 -4.89691
H 1.12669 5.57347 -7.11504
H 2.52340 4.91619 -6.25486
Cl -1.16398 -7.69238 -8.88911
C -0.93634 -6.77178 -7.37632
C -1.89955 -5.62212 -7.25052
Cl -1.56267 -4.33130 -8.43889
H 0.09514 -6.43034 -7.34763
H -1.09546 -7.46845 -6.55509
H -1.81429 -5.17598 -6.26592
H -2.92704 -5.94575 -7.39135
*
```

[3]
Entry from the Open Molecules 2025 dataset: 2 unconnected molecules or ions with the total composition C4H12 at a distorted geometry (the ωB97M-V functional and the def2-TZVPD basis).

Output
energy = -4342.17884 eV
HOMO energy = -11.512 eV
ΔE to the lowest compared entry with this formula, charge and spin = 8.1 kcal/mol
SMILES = CC.CC
LUMO = 1.129 eV
M = 60.140 u

The geometry in ORCA input format:
```
! RIJCOSX wB97M-V def2-TZVPD def2/J DEFGRID3
* xyz 0 1
C -0.66587 -1.55630 0.64780
C -0.01213 -2.85067 1.15057
H 0.10469 -0.86853 0.30434
H -1.24161 -1.78964 -0.23880
H -1.32256 -1.00586 1.32236
H -0.62769 -3.70988 0.83947
H 0.02657 -2.94337 2.23283
H 0.94260 -2.99367 0.65182
C 0.75609 1.60529 -1.15494
C -0.08786 2.78124 -0.63520
H 1.80255 1.88863 -1.03441
H 0.51470 0.74925 -0.54019
H 0.50924 1.46511 -2.20183
H -0.07034 3.61830 -1.33404
H 0.10745 3.03540 0.40755
H -1.14237 2.49386 -0.56281
*
```

[4]
Entry from the Open Molecules 2025 dataset: 12 unconnected molecules or ions with the total composition C12H48N24O12 at a distorted geometry (the ωB97M-V functional and the def2-TZVPD basis).

Output
energy = -73562.15208 eV
HOMO energy = -8.008 eV
ΔE to the lowest compared entry with this formula, charge and spin = 189.3 kcal/mol
SMILES = NC(N)=O.NC(N)=O.NC(N)=O.NC(N)=O.NC(N)=O.NC(N)=O.NC(N)=O.NC(N)=O.NC(N)=O.NC(N)=O.NC(N)=O.NC(N)=O
LUMO = -0.187 eV
M = 720.672 u

The geometry in ORCA input format:
```
! RIJCOSX wB97M-V def2-TZVPD def2/J DEFGRID3
* xyz 0 1
C 0.26135 4.88077 -1.91753
O 1.38995 4.56639 -1.70279
N -0.05766 5.86078 -2.75486
N -0.74407 4.45274 -1.25578
H 0.60148 6.42881 -3.26768
H -1.05073 6.02782 -2.83237
H -1.66721 4.71391 -1.57153
H -0.40467 3.72655 -0.64132
C -2.77265 -1.32740 -2.35386
O -1.91671 -2.08630 -2.89634
N -2.51800 -0.40259 -1.49176
N -4.01895 -1.40595 -2.75940
H -1.57393 -0.08814 -1.31866
H -3.36385 -0.11042 -1.02349
H -4.14147 -1.89641 -3.63378
H -4.71129 -0.71372 -2.51124
C -3.95362 -1.39167 2.78391
O -4.42490 -1.71708 1.69055
N -2.79280 -0.85958 3.01711
N -4.44381 -1.68339 3.92283
H -2.25190 -0.61454 2.20011
H -2.25948 -0.72365 3.86399
H -4.13674 -1.14048 4.71722
H -5.21775 -2.30786 4.09931
C -1.15072 -5.41506 -2.94718
O -0.81866 -6.61094 -2.88030
N -1.49026 -4.78052 -4.04430
N -1.09833 -4.56108 -1.93772
H -1.71899 -3.79677 -4.04055
H -1.18298 -5.25732 -4.87996
H -1.51558 -3.64565 -2.02716
H -0.46305 -4.74376 -1.17409
C 2.69645 1.88503 3.19484
O 2.59605 0.67968 3.31651
N 2.12550 2.64898 4.05172
N 3.20962 2.43748 2.21400
H 1.41763 2.33733 4.70125
H 2.22831 3.63980 3.88499
H 3.50731 1.68472 1.60998
H 3.17295 3.42496 2.00509
C -2.81705 3.64602 3.29074
O -3.73202 2.88414 2.95035
N -2.90832 4.29723 4.43694
N -1.57339 3.73225 2.78310
H -3.79202 4.32213 4.92536
H -2.15719 4.89845 4.74426
H -1.34049 3.19393 1.96086
H -0.94100 4.26162 3.36615
C 0.10192 -0.21839 0.54448
O -1.07011 -0.17434 0.88647
N 0.60897 -1.25395 -0.11624
N 0.92379 0.80691 0.59739
H 0.10107 -2.11033 -0.28583
H 1.57940 -1.16077 -0.38021
H 0.55496 1.63232 1.04768
H 1.86683 0.83453 0.23684
C 2.06848 0.60797 -3.13915
O 2.28696 0.76851 -1.97703
N 1.44446 1.49150 -3.83807
N 2.35682 -0.49142 -3.76295
H 1.03750 2.19906 -3.24322
H 1.40925 1.45618 -4.84684
H 3.11963 -0.87340 -3.22229
H 2.06170 -0.93680 -4.62006
C -4.79127 1.66888 0.02316
O -4.95899 1.15675 -1.01176
N -5.41038 2.67886 0.42061
N -4.01005 1.23508 0.97752
H -6.06539 3.03639 -0.25999
H -5.40043 2.93627 1.39721
H -3.67386 0.28294 1.00015
H -3.81345 1.76666 1.81351
C 4.12407 -1.71923 -0.12102
O 3.72658 -0.66511 0.26883
N 3.35994 -2.79323 -0.17482
N 5.25707 -1.91791 -0.72813
H 3.59242 -3.52316 -0.83304
H 2.40729 -2.85015 0.15582
H 5.66552 -0.99896 -0.82190
H 5.69096 -2.73366 -1.13604
C 5.44504 2.21954 -0.31162
O 6.22651 2.93037 0.27606
N 4.16844 2.57065 -0.57740
N 5.79041 1.18861 -1.03806
H 3.74891 3.47524 -0.41673
H 3.54878 1.85389 -0.92723
H 6.73340 0.83512 -0.96125
H 5.22562 0.99802 -1.85341
C 0.92710 -5.84483 0.82886
O 1.04788 -4.90506 0.03507
N -0.16645 -6.03865 1.47359
N 1.86015 -6.65611 1.05389
H -0.87812 -5.35080 1.27237
H -0.35776 -6.69222 2.21948
H 2.65425 -6.71348 0.43242
H 1.78951 -7.35931 1.77544
*
```